Entry 1:
C31H42N4O2 | wB97M-V/def2-TZVPD

Properties
E_HOMO = -0.2904 Ha
total charge = 0
frontier orbital gap = 8.6676 eV
energy relative to the best compared isomer or geometry (same formula, charge and spin) = 8.39 kcal per mole
multiplicity = 1
SMILES string = COc1ccc(C[C@H]2CN3C(=NC[C@@H]3Cc3ccccc3)N2CCNC(=O)CCC2CCCCC2)cc1
lowest unoccupied orbital energy = 0.77 eV

```
79
Properties=species:S:1:pos:R:3:forces:R:3:nbo_charge:R:1
C 7.6340 1.1685 2.7979 0.0 -0.1 0.2 -0.25
O 7.4598 1.5418 1.4536 -0.1 0.1 -0.3 -0.49
C 6.2060 1.4799 0.9196 -0.1 0.0 -0.1 0.30
C 6.0902 1.8865 -0.4105 0.2 0.0 0.1 -0.25
C 4.8674 1.8631 -1.0448 0.0 0.0 0.1 -0.19
C 3.7230 1.4313 -0.3795 -0.1 0.1 0.1 -0.07
C 2.3916 1.3913 -1.0720 0.1 -0.2 -0.1 -0.45
C 2.3731 0.4038 -2.2548 0.2 0.3 0.2 0.00
C 2.8146 -1.0212 -1.8508 0.3 -0.1 -0.1 -0.21
N 1.5513 -1.6664 -1.6103 -0.2 0.3 0.0 -0.46
C 0.5790 -1.0287 -2.3553 -0.1 -0.7 -0.2 0.61
N -0.4857 -1.6892 -2.6170 -0.2 0.5 -0.4 -0.60
C -0.2605 -3.0183 -2.0632 0.0 -0.1 0.1 -0.22
C 1.2383 -3.0765 -1.6397 0.0 -0.3 0.0 -0.04
C 1.5012 -3.7800 -0.3003 0.0 0.2 -0.2 -0.42
C 0.7503 -3.1691 0.8479 0.1 -0.1 0.0 -0.04
C 1.1577 -1.9553 1.3887 0.0 0.0 0.0 -0.15
C 0.4668 -1.3825 2.4407 0.0 0.1 0.1 -0.21
C -0.6383 -2.0226 2.9765 0.0 0.0 0.1 -0.22
C -1.0516 -3.2334 2.4480 -0.1 0.0 0.1 -0.22
C -0.3635 -3.8000 1.3882 0.0 0.0 0.0 -0.22
N 1.0279 0.1789 -2.7623 0.1 0.0 0.1 -0.44
C 0.1990 1.1713 -3.3800 -0.4 0.1 0.1 -0.21
C -0.7657 1.8595 -2.3972 0.2 0.1 -0.1 -0.24
N -1.5989 0.8975 -1.7193 -0.1 0.2 -0.3 -0.63
C -1.3520 0.5216 -0.4395 -0.5 -0.3 -0.2 0.71
O -0.5516 1.0993 0.2710 0.3 0.2 0.4 -0.66
C -2.2183 -0.6152 0.0579 0.1 0.0 0.2 -0.50
C -3.1088 -0.1338 1.2064 0.0 0.2 -0.3 -0.37
C -4.0929 0.9672 0.7984 -0.1 -0.4 0.4 -0.23
C -4.7463 1.5752 2.0420 0.2 0.3 -0.3 -0.38
C -5.7123 2.6945 1.6661 -0.2 -0.2 0.2 -0.40
C -6.7898 2.1755 0.7200 0.2 0.3 -0.2 -0.40
C -6.1485 1.5697 -0.5238 -0.2 -0.2 0.1 -0.39
C -5.1837 0.4510 -0.1411 0.2 0.3 -0.2 -0.40
C 3.8469 1.0347 0.9429 0.0 0.1 -0.2 -0.13
C 5.0690 1.0550 1.5951 0.4 0.0 0.2 -0.32
H 7.3650 0.1199 2.9635 0.0 0.0 0.0 0.18
H 8.6941 1.3042 3.0068 -0.1 0.0 0.0 0.20
H 7.0491 1.8039 3.4711 0.0 0.0 0.0 0.18
H 6.9788 2.2216 -0.9220 0.1 0.0 -0.1 0.22
H 4.7992 2.1923 -2.0716 0.0 0.1 -0.1 0.21
H 1.6103 1.1070 -0.3647 0.0 0.1 -0.1 0.26
H 2.1572 2.3873 -1.4574 -0.1 0.0 0.0 0.21
H 3.0029 0.7934 -3.0646 0.0 -0.1 0.1 0.19
H 3.4465 -1.0131 -0.9595 0.0 0.0 -0.1 0.21
H 3.3697 -1.5112 -2.6676 0.0 0.0 0.1 0.18
H -0.5086 -3.7697 -2.8164 0.1 -0.1 0.1 0.20
H -0.9143 -3.1698 -1.1985 0.0 -0.1 0.0 0.19
H 1.8376 -3.5859 -2.4167 -0.1 0.1 0.1 0.18
H 2.5752 -3.7289 -0.1010 0.0 -0.1 0.0 0.21
H 1.2242 -4.8302 -0.4130 0.1 0.0 0.0 0.21
H 2.0241 -1.4598 0.9801 0.1 0.1 0.0 0.20
H 0.7860 -0.4323 2.8415 0.0 0.1 0.0 0.22
H -1.1762 -1.5802 3.8018 0.0 0.1 0.1 0.21
H -1.9130 -3.7391 2.8602 -0.1 0.0 0.0 0.21
H -0.6909 -4.7475 0.9820 0.0 -0.1 0.0 0.21
H 0.8413 1.9174 -3.8543 -0.1 0.0 -0.1 0.21
H -0.3932 0.6654 -4.1512 0.1 0.1 -0.1 0.21
H -0.2178 2.3988 -1.6218 -0.1 0.0 -0.1 0.23
H -1.3965 2.5632 -2.9509 0.1 0.0 0.0 0.20
H -2.0746 0.2339 -2.3130 0.0 -0.1 0.2 0.41
H -2.8085 -1.0356 -0.7547 0.0 -0.1 0.0 0.21
H -1.5518 -1.3901 0.4371 0.1 -0.1 -0.1 0.25
H -2.4542 0.2546 1.9891 0.0 -0.1 0.1 0.22
H -3.6584 -0.9842 1.6164 0.0 0.0 0.1 0.20
H -3.5316 1.7553 0.2842 0.0 0.1 0.0 0.20
H -3.9730 1.9653 2.7071 0.0 -0.1 0.1 0.21
H -5.2883 0.7939 2.5811 0.0 -0.1 0.1 0.19
H -5.1584 3.4991 1.1768 0.0 0.1 0.0 0.19
H -6.1730 3.1055 2.5672 0.0 0.1 0.0 0.20
H -7.3829 1.4126 1.2298 -0.1 0.0 0.0 0.19
H -7.4623 2.9881 0.4365 -0.1 0.0 0.0 0.20
H -6.9218 1.1806 -1.1902 0.0 0.1 -0.1 0.20
H -5.6020 2.3472 -1.0632 0.0 0.0 -0.1 0.19
H -5.7366 -0.3492 0.3576 0.0 -0.1 0.0 0.19
H -4.7375 0.0364 -1.0463 0.0 -0.1 0.0 0.20
H 2.9683 0.7145 1.4833 -0.1 0.0 0.1 0.20
H 5.1171 0.7405 2.6259 0.0 0.0 0.1 0.22
```
Positions in Å, forces in eV/Å.

Entry 2:
C22H50ClN8O5P2 | wB97M-V/def2-TZVPD

Properties
E_HOMO = -0.1729 Ha
total charge = -1
frontier orbital gap = 5.2338 eV
multiplicity = 1
lowest unoccupied orbital energy = 0.53 eV

```
88
Properties=species:S:1:pos:R:3:forces:R:3:mulliken_charge:R:1
C 2.5397 2.2677 6.7681 -0.2 -1.0 1.2 -0.43
C 2.5509 1.0609 6.5417 1.3 0.4 -0.8 -0.90
C 2.8704 -0.4442 6.1053 -0.4 2.4 1.5 1.92
C 4.2214 -0.8642 6.8406 -0.1 -0.3 0.2 -1.05
C 5.0544 -2.0000 6.1098 0.3 0.1 1.4 -0.52
C 4.5353 -3.4847 6.4099 1.0 -0.3 -1.7 0.44
N 3.5462 -3.8109 7.4258 0.9 0.0 -0.2 -0.66
O 5.0327 -4.3792 5.7336 -1.0 1.3 1.2 -0.53
N 1.7791 -1.2756 6.6726 -0.6 -0.1 -0.6 -0.14
C 0.5220 -1.2108 5.8863 -0.7 -1.2 -0.6 -0.59
C -0.7555 -1.5800 6.7576 -0.2 -0.1 -0.7 -0.70
C -1.6438 -0.3515 7.2330 -0.8 -1.1 1.0 -0.49
Cl -0.7484 1.2211 7.4198 -0.5 -0.8 -0.1 -0.18
C 2.9486 -0.4540 4.5192 0.2 2.4 -4.5 -0.34
O 2.9512 -1.5202 3.8523 -0.1 -0.1 2.3 -0.69
O 3.0105 0.7010 3.8480 -0.1 -2.8 3.5 -0.83
H 2.4874 3.2543 7.2860 0.0 -1.4 -1.1 0.41
H 4.8385 0.0529 7.1097 -0.7 -1.2 -0.8 0.44
H 3.9038 -1.2989 7.8479 0.3 0.7 -1.2 0.20
H 5.2019 -1.8444 5.0046 -0.5 -0.3 1.2 0.24
H 6.1021 -1.9709 6.5687 -1.2 -0.1 -0.5 0.38
H 2.5956 -3.6351 7.0884 0.5 0.3 0.2 0.33
H 3.7318 -3.3341 8.3144 -0.4 0.1 -0.7 0.33
H 1.5880 -1.0258 7.6551 0.3 0.2 -0.8 0.41
H 0.3527 -0.2406 5.3318 0.3 -0.7 0.8 0.38
H 0.6084 -2.0157 5.0826 0.0 1.1 0.9 0.21
H -0.4876 -2.2681 7.6271 -0.1 1.1 -1.0 0.30
H -1.4288 -2.2146 6.0892 0.8 0.8 0.9 0.32
H -2.5679 -0.1984 6.5927 1.5 0.0 0.5 0.32
H -2.0451 -0.6116 8.2678 0.5 0.5 -1.3 0.31
O 1.0272 1.5150 -1.2306 1.8 1.4 -3.6 -0.84
P 2.0032 0.3534 -1.4598 -3.8 -2.9 6.6 0.83
N 0.7564 -0.8002 -1.7733 -0.8 -0.3 -0.8 0.24
C 0.8210 -2.2249 -1.5081 0.6 -0.2 -0.1 -0.97
C 0.0810 -0.5952 -3.0520 -0.1 0.5 0.1 -1.23
N 2.4505 0.2868 0.2076 0.5 -0.2 0.6 0.38
C 1.5062 -0.2441 1.1899 -0.4 -0.3 0.0 -0.21
C 2.9770 1.5597 0.7117 0.5 0.0 -0.2 -1.11
N 3.2206 -0.9117 -1.8039 1.8 1.8 -2.1 0.06
C 4.1886 -1.4013 -0.8236 0.1 0.1 0.6 -0.92
C 3.9490 -0.5730 -3.0398 -0.3 -0.4 -0.4 -1.14
H 1.3706 -2.7723 -2.2870 0.0 -0.1 0.0 0.34
H -0.1902 -2.6430 -1.4623 -0.1 0.2 -0.1 0.34
H 1.2832 -2.4588 -0.5514 0.1 0.2 -0.1 0.26
H 0.7035 -0.9421 -3.8900 -0.1 -0.2 -0.2 0.30
H -0.1412 0.4611 -3.2178 0.1 0.0 0.1 0.38
H -0.8755 -1.1239 -3.0856 0.2 -0.1 0.1 0.31
H 0.5031 0.1819 1.0788 -0.1 0.0 -0.1 0.25
H 1.8527 -0.0484 2.2098 0.2 0.2 -0.3 -0.20
H 1.4398 -1.3305 1.1203 -0.1 0.0 -0.1 0.11
H 2.1782 2.2737 0.9370 0.0 0.0 -0.1 0.31
H 3.6445 2.0181 -0.0281 -0.1 0.1 -0.1 0.38
H 3.5628 1.3980 1.6195 -0.2 -0.2 0.0 0.25
H 4.8563 -0.6122 -0.4659 0.0 -0.1 0.1 0.29
H 4.8083 -2.1899 -1.2682 -0.1 0.2 -0.5 0.38
H 3.6953 -1.8690 0.0277 -0.1 0.4 0.0 0.26
H 4.6187 0.2789 -2.8858 0.2 -0.1 -0.1 0.34
H 3.2424 -0.3097 -3.8362 0.0 0.1 0.1 0.37
H 4.5327 -1.4225 -3.4047 0.0 0.0 0.1 0.34
O -6.0768 1.1782 -4.0517 -0.7 -3.9 -1.4 -0.85
P -5.0456 1.1098 -5.1834 2.0 7.1 2.8 0.96
N -3.6904 1.3449 -4.1478 0.4 -0.5 0.6 0.14
C -2.4335 1.9766 -4.5102 0.2 -0.1 -0.6 -0.94
C -3.4014 0.1936 -3.2898 -0.5 -0.1 0.4 -1.15
N -5.5515 2.6372 -5.8368 -0.2 1.1 -0.9 0.17
C -5.2112 3.8684 -5.1313 0.4 -0.2 0.2 -1.07
C -6.9763 2.6709 -6.1727 0.1 -0.3 -0.1 -1.19
N -3.9251 0.9209 -6.5631 -1.5 -2.6 -1.2 0.01
C -3.8938 1.8124 -7.7194 -0.3 0.5 -0.2 -0.95
C -3.9797 -0.4687 -7.0554 0.5 -0.3 0.2 -1.10
H -1.7624 1.2956 -5.0506 0.0 0.0 0.0 0.29
H -1.9093 2.3093 -3.6091 -0.2 -0.2 0.1 0.41
H -2.5651 2.8663 -5.1238 -0.2 -0.1 -0.1 0.24
H -2.9121 -0.6084 -3.8578 0.2 0.0 0.1 0.34
H -4.3158 -0.2155 -2.8546 0.0 0.1 -0.1 0.33
H -2.7560 0.4723 -2.4523 0.1 0.1 -0.2 0.37
H -5.4353 3.8130 -4.0618 0.0 0.1 0.1 0.30
H -5.7517 4.7227 -5.5491 -0.2 -0.2 -0.1 0.40
H -4.1567 4.1133 -5.2600 0.1 -0.1 0.2 0.26
H -7.6041 2.8203 -5.2875 0.0 -0.1 0.0 0.35
H -7.2798 1.7335 -6.6492 0.0 0.0 0.1 0.37
H -7.1838 3.4754 -6.8850 0.2 0.0 0.0 0.35
H -4.8408 1.8192 -8.2679 0.1 0.1 -0.1 0.30
H -3.1060 1.4996 -8.4142 0.0 -0.4 0.2 0.38
H -3.6356 2.8313 -7.4326 -0.3 -0.1 0.1 0.27
H -4.9252 -0.6720 -7.5672 0.1 -0.1 -0.2 0.33
H -3.8889 -1.1708 -6.2184 -0.1 0.1 0.0 0.35
H -3.1531 -0.6830 -7.7372 0.0 0.1 0.0 0.35
```
Positions in Å, forces in eV/Å.

Entry 3:
H2O6P | wB97M-V/def2-TZVPD

Properties
E_HOMO = -0.2233 Ha
total charge = -1
frontier orbital gap = 10.1258 eV
energy relative to the best compared isomer or geometry (same formula, charge and spin) = 0.00 kcal per mole
multiplicity = 1
lowest unoccupied orbital energy = 4.05 eV

```
9
Properties=species:S:1:pos:R:3:forces:R:3:nbo_charge:R:1
O 1.2775 1.7440 -0.7715 1.2 -1.3 1.4 -1.12
O 2.7424 0.5896 1.1709 0.7 0.3 0.3 -1.10
O -2.1899 -0.0462 -0.7071 -2.7 0.6 -2.0 -0.51
O 0.3083 -0.2910 0.5487 0.9 0.5 0.1 -0.62
O -2.3783 -0.9687 0.3550 1.6 0.3 0.1 -0.46
O 1.2994 -0.8593 -0.4650 0.5 0.3 0.0 -0.57
P 1.7065 0.6196 0.1459 -3.2 0.0 -1.7 2.43
H -1.3355 0.3751 -0.7497 1.3 -0.2 1.2 0.48
H -1.4304 -1.1631 0.4728 -0.1 -0.5 0.7 0.48
```
Positions in Å, forces in eV/Å.

- Look up the frontier orbital gap of the second one.
  5.2338 eV